The following is a DFT calculation (ωB97M-V/def2-TZVPD) of a molecular structure, C25H28Cl5O2Sm in a non-equilibrium geometry.

CARTESIAN COORDINATES (ANGSTROEM)
O -0.855197 -0.518447 -3.140929
C -0.288575 -1.654317 -3.866262
C -0.576521 -1.166193 -5.269287
H -0.765147 -2.622702 -3.663980
H 0.798874 -1.690064 -3.818332
C -1.285881 -0.045382 -4.464135
H -1.201817 -1.845825 -5.845309
H 0.354949 -0.866719 -5.777785
C -2.812745 -0.056661 -4.503018
H -3.167535 -1.098903 -4.437870
H -3.195859 0.417315 -5.425935
H -3.147424 0.475062 -3.599482
C -0.683625 1.322024 -4.733845
H 0.423419 1.281297 -4.764290
H -0.979132 2.011706 -3.927096
H -1.056971 1.705264 -5.697736
Sm -0.351713 0.780753 1.901326
C 0.933553 2.700507 3.238268
C 1.820974 1.603595 3.440960
C 2.425148 1.271935 2.194450
H 2.053955 1.149336 4.396267
C 1.930420 2.183708 1.203417
C 1.033143 3.080730 1.859681
H 0.546284 3.933440 1.412695
H 0.347505 3.215521 4.012083
H 3.200240 0.509056 2.045943
H 2.294535 2.274678 0.176944
C -2.739733 1.379144 2.451796
C -2.210258 2.394579 1.594573
C -1.960317 1.790911 0.319621
H -2.048980 3.434881 1.842039
C -2.318736 0.390631 0.410473
C -2.820762 0.150690 1.713211
H -3.249021 -0.789799 2.056046
H -3.046355 1.528282 3.482048
H -1.596061 2.293532 -0.578249
H -2.244192 -0.317764 -0.407025
O 0.866693 -1.266441 -1.538560
C 1.336691 0.134011 -1.477508
C 2.743949 0.141010 -2.060527
H 1.367016 0.491885 -0.406384
H 0.603964 0.742304 -2.023064
C 3.249338 -1.152472 -1.395774
H 3.359421 1.021700 -1.798786
H 2.693282 -0.008033 -3.159727
C 2.032143 -2.090871 -1.643210
H 3.480809 -0.907439 -0.352777
H 4.173251 -1.520503 -1.858853
H 1.860852 -3.066887 -1.105583
H 2.056802 -2.431236 -2.709293
Cl -0.849134 1.257791 5.810082
C -0.510206 -0.360686 5.331077
C -0.466773 -0.653127 3.977672
C -0.307829 -1.952639 3.528484
Cl -0.205583 -2.202215 1.770622
C -0.205462 -3.022595 4.444689
Cl -0.243199 -4.627807 3.850153
C -0.140882 -2.723783 5.829042
Cl 0.026676 -3.993584 6.940707
C -0.283069 -1.386787 6.277952
Cl -0.199189 -1.027395 7.938289

Force components x, y, z for each atom (eV/Å):
-0.1 -1.1 -2.4
1.1 -0.8 0.1
-0.6 0.5 0.7
0.2 0.3 0.5
-0.3 -0.3 0.8
-0.5 1.2 -0.7
0.0 0.3 -0.2
-0.7 0.0 -0.1
0.3 -0.1 0.0
0.0 0.4 -0.1
0.1 -0.2 0.5
-0.2 0.0 -0.4
-0.1 0.3 0.1
-0.6 0.0 0.0
0.1 -0.1 -0.3
0.2 0.0 0.3
3.7 -1.2 1.2
0.5 0.2 -0.4
-0.1 0.2 -0.6
-0.3 0.3 0.0
-0.2 -0.1 -0.2
0.1 0.3 0.8
0.3 -0.6 0.4
-0.1 0.0 -0.1
0.4 -0.3 -0.5
-0.5 0.3 0.0
-0.3 0.0 0.4
-0.6 0.0 -0.7
-1.0 -0.7 -0.7
-1.0 -0.4 0.1
0.0 -0.1 0.1
-0.7 1.4 -0.2
-0.5 0.9 -0.1
0.4 0.3 0.1
0.1 -0.1 -0.2
0.0 -0.2 0.4
0.1 0.0 0.1
1.2 1.2 1.1
-0.9 -0.1 0.3
-0.2 -0.6 0.1
0.0 -0.6 -0.9
0.2 -0.3 0.2
0.2 -0.4 -0.4
-0.4 -0.4 -0.2
0.1 0.3 0.5
0.0 -0.6 -0.7
-0.3 -0.4 0.0
-0.3 -0.1 0.1
0.5 1.3 0.2
0.4 0.2 0.5
0.0 0.2 0.4
0.3 -1.9 -0.2
-0.2 0.4 -1.0
0.1 0.2 1.9
0.1 -0.1 0.3
-0.1 1.0 -0.2
0.2 -0.4 0.1
-0.4 0.8 -1.2
0.1 -0.4 0.4
-0.1 0.1 -1.1
0.0 0.0 0.5

Its total energy is -110987.922 eV. As for the HOMO energy (alpha / beta): -0.311 / -0.312 Ha. The calculation puts the relative energy (zero: lowest compared OMol25 entry of this formula, charge and spin) at 0.0 kcal per mole. Its frontier orbital gap (alpha / beta) is 8.7 / 8.8 eV. Its multiplicity is 6. The LUMO energy (alpha / beta) is 0.27 / 0.36 eV. The value obtained for the maximum force is 4.1 eV/A.

natural (NBO) population analysis, charges in e, atoms 1 to 4:
1 O -0.554
2 C -0.047
3 C -0.475
4 H 0.183

***

The following is a DFT calculation (ωB97M-V/def2-TZVPD) of a molecular structure, C25H28Cl6O2 in a non-equilibrium geometry.

CARTESIAN COORDINATES (ANGSTROEM)
O 7.396412 2.842080 1.447219
C 6.512854 1.843765 1.369866
C 6.806161 0.384763 2.056139
C 5.810785 -0.711870 1.909326
C 4.350157 -0.557707 1.109575
O 3.570327 -1.660468 1.145782
C 3.973286 0.852515 0.360229
C 2.570472 1.116480 -0.512755
C 1.425534 -0.073246 -0.680307
C 0.423826 0.131562 -1.957560
C -0.789858 1.206152 -1.742353
C -1.334112 1.364476 -0.206897
C -0.552964 2.071672 1.049354
C -1.233307 2.202047 2.561416
C -2.751646 1.656386 2.887395
C -3.570595 0.927282 1.631651
C -2.869115 0.790196 0.128403
C 2.433843 2.612289 -1.186608
C 3.575032 3.816548 -1.057820
C 4.939876 3.563135 -0.187145
C 5.104802 2.074743 0.515791
H 7.831630 0.277681 2.649429
H 6.096110 -1.756935 2.400443
H 0.852146 -0.283247 0.327638
H 2.047873 -1.068174 -0.898835
H -0.022530 -0.895895 -2.300571
H 1.099415 0.537404 -2.853890
H -1.712893 0.801620 -2.382966
H -0.579282 2.288821 -2.157550
H 0.537291 2.505016 0.882420
H -0.620098 2.709385 3.449627
H -3.226981 1.789416 3.956080
H -4.652602 0.553680 1.883704
H -3.558682 0.287260 -0.702209
H 1.491858 2.889599 -1.847945
H 3.412889 4.873164 -1.575869
H 5.789202 4.379812 -0.053079
Cl -6.240696 -2.829741 -1.034027
C -5.711842 -3.447676 0.550986
C -5.850173 -2.405836 1.648962
Cl -4.697352 -1.062100 1.451266
H -4.678576 -3.794605 0.452172
H -6.340890 -4.313541 0.778539
H -5.641520 -2.860764 2.621918
H -6.859769 -1.984546 1.680179
Cl 7.208120 -1.089796 0.177581
C 8.376771 -1.742185 -0.998192
C 7.695052 -2.298275 -2.237603
Cl 6.764406 -3.776617 -1.888155
H 8.977451 -2.504329 -0.492145
H 9.039054 -0.916943 -1.276689
H 8.446201 -2.567212 -2.986326
H 7.014794 -1.567451 -2.685807
Cl -9.130933 -0.004980 -2.703078
C -9.839773 -1.208572 -1.597315
C -9.892194 -0.709795 -0.162536
Cl -8.269788 -0.559747 0.557875
H -9.257748 -2.131489 -1.682368
H -10.852786 -1.411043 -1.957888
H -10.449102 -1.418591 0.457625
H -10.385826 0.264428 -0.092104

Force components x, y, z for each atom (eV/Å):
-5.0 -5.8 -0.4
2.5 2.8 0.0
-3.4 -0.3 0.2
0.7 3.2 1.8
-2.2 -4.0 0.6
4.4 6.9 -0.5
0.2 2.7 -0.8
2.6 2.7 0.5
1.1 -0.6 -0.4
0.8 0.8 -0.3
-1.3 0.0 0.4
-2.5 0.1 3.9
-3.1 -1.3 0.5
-2.2 -1.6 -2.3
2.5 -0.3 -4.6
5.0 4.3 0.1
1.4 1.8 2.9
2.8 -0.3 1.4
1.0 -3.6 2.1
-3.2 -3.3 -0.5
-1.7 0.7 -1.5
-2.5 0.2 -1.5
-1.2 2.5 -1.2
1.2 0.7 -2.0
-1.3 2.2 0.6
0.9 2.0 0.9
-1.5 -1.0 1.8
1.9 1.0 1.5
-0.1 -2.2 0.9
-2.6 -1.0 0.4
-1.4 -1.2 -2.3
1.1 -0.3 -2.5
2.7 3.1 -0.5
1.9 1.2 1.9
2.2 -0.8 1.6
0.3 -2.6 1.2
-2.1 -2.1 -0.3
0.1 0.0 -0.2
-0.1 -0.3 0.4
-0.1 -0.8 -0.1
-2.0 -4.6 -0.3
-0.2 0.2 0.0
0.1 0.2 0.0
0.1 0.0 -0.2
0.5 -0.3 0.0
2.3 -0.9 -2.4
0.0 -0.5 -0.8
0.4 0.2 -0.2
0.0 0.0 0.1
-0.2 0.1 -0.1
-0.2 -0.1 0.0
-0.1 0.0 0.1
0.1 -0.1 0.2
0.0 0.0 0.0
-0.1 -0.2 0.1
-0.3 0.0 -0.1
-0.3 0.4 -0.1
0.0 0.3 0.1
0.1 0.1 0.1
0.1 0.0 -0.2
0.2 -0.2 -0.1

Its total energy is -105585.348 eV. As for the HOMO energy: -0.295 Ha. Its frontier orbital gap is 6.3 eV. The LUMO energy is -1.70 eV. The value obtained for the maximum force is 8.2 eV/A.

natural (NBO) population analysis, charges in e, atoms 1 to 4:
1 O -0.550
2 C 0.504
3 C -0.249
4 C -0.278

***

The following is a DFT calculation (ωB97M-V/def2-TZVPD) of a molecular structure, C25H28ClGeN5O5Ru in a non-equilibrium geometry.

CARTESIAN COORDINATES (ANGSTROEM)
Ru -1.264076 0.133092 0.280145
N -2.941893 0.980292 -0.656080
C -3.175249 2.332333 -0.110953
C -2.345627 2.635945 1.148483
O -2.719669 3.571318 1.874302
N -1.305223 1.798508 1.355662
C -0.236773 2.111549 2.312854
C 0.949223 1.318801 1.809595
O 2.117103 1.724368 1.867243
O 0.546274 0.133221 1.279796
H -2.699039 0.997772 -1.689233
H -3.746770 0.340679 -0.561297
H -4.238812 2.537532 0.170942
H -2.916153 3.083155 -0.851583
H -0.511290 1.801350 3.366073
H -0.089130 3.201736 2.278448
N 9.164110 2.176244 -1.839099
C 8.003341 2.097829 -1.744500
C 6.598466 1.992212 -1.823147
C 5.861751 1.900238 -0.657890
C 4.474800 1.765253 -0.704839
C 3.834758 1.789608 -1.949089
C 4.605638 1.840984 -3.160301
C 5.972962 2.001974 -3.104464
N 2.402601 1.547357 -2.044848
C 1.475340 2.000710 -2.992299
C 0.219168 1.623774 -2.525284
N 0.381306 1.032912 -1.304018
C 1.666494 1.071640 -1.028879
H 6.326071 1.987626 0.310088
H 3.848794 1.651074 0.209747
H 4.109509 1.698054 -4.133703
H 6.605616 2.126672 -3.999181
H 1.683083 2.551792 -3.881482
H -0.772848 1.746533 -2.976519
H 2.074184 0.746147 -0.044455
Cl 4.570649 -4.738452 -0.191791
C 2.944219 -4.208206 -0.275239
C 2.317701 -3.601630 0.825643
C 0.995777 -3.109759 0.743335
C 0.325115 -3.213812 -0.485655
C 0.948021 -3.775761 -1.597034
C 2.257658 -4.274512 -1.504132
C -1.170255 -2.757672 -0.666756
O -2.116392 -3.531154 -0.531531
O -1.251936 -1.465606 -0.988713
H 2.853535 -3.459280 1.760399
H 0.507465 -2.597452 1.592913
H 0.446414 -3.791963 -2.527307
H 2.757683 -4.668519 -2.401253
C -4.704210 -1.980663 3.271741
Ge -4.207257 -0.781257 1.793516
C -4.942043 0.949068 2.401449
C -5.041987 -1.671283 0.239860
C -2.196511 -0.763464 1.673886
H -5.736046 -2.295753 3.233512
H -4.491568 -1.498163 4.200835
H -4.021413 -2.854140 3.178876
H -5.484274 0.859161 3.321708
H -5.663941 1.199351 1.631156
H -4.269487 1.784264 2.521706
H -5.926383 -2.237963 0.581985
H -4.317599 -2.324947 -0.220588
H -5.414664 -0.965648 -0.448472
H -2.022444 -1.857288 1.685261
H -1.903893 -0.417801 2.700484

Force components x, y, z for each atom (eV/Å):
3.2 -1.7 -1.4
-1.8 1.2 -2.9
-1.0 0.5 0.5
-0.9 1.0 1.2
0.9 -1.0 -1.0
-0.4 1.0 0.1
-1.1 0.3 0.2
0.8 -1.4 -0.2
-1.8 -0.8 -0.1
2.3 2.1 1.7
-0.6 0.0 1.6
0.5 0.5 -0.1
0.8 -0.4 -0.3
0.1 0.1 -0.1
0.3 0.3 -1.0
0.3 -0.4 0.3
-2.1 -0.1 0.4
3.1 0.3 -0.7
-1.0 0.3 -0.7
-0.9 0.0 0.1
-1.1 0.2 -0.1
0.5 -0.9 -1.1
-1.1 0.0 0.5
0.6 -0.1 0.8
0.0 1.5 -0.1
-1.3 -0.7 0.3
1.4 0.4 -0.6
-0.5 0.2 0.4
0.1 -1.4 1.5
0.3 -0.2 0.0
0.8 0.3 -0.6
0.2 0.3 0.6
-0.5 -0.3 0.5
0.5 0.0 -0.3
0.7 0.0 0.1
-0.3 0.1 -1.4
0.4 -0.2 0.2
-1.6 0.9 -0.5
-0.5 0.2 0.0
0.3 -0.1 -0.7
-1.3 0.0 0.1
1.3 -0.1 1.2
0.0 0.2 0.2
0.4 -0.5 0.4
1.4 1.4 -0.2
-0.4 -0.6 0.6
0.0 -0.2 -0.2
0.5 -0.5 -0.5
-0.5 -0.1 -0.8
-0.2 0.1 0.6
1.5 -0.7 -0.8
-0.4 -0.4 1.0
0.0 -0.1 -1.1
-0.1 -0.1 1.1
-1.6 -1.8 2.9
-0.2 -0.1 -0.1
0.1 0.3 0.7
-0.7 0.2 0.2
-0.3 -0.4 0.5
-0.3 0.4 -0.1
0.3 0.1 -0.1
0.5 0.2 0.0
0.2 -0.3 -0.2
-0.4 0.8 -1.2
0.3 0.3 -0.3
-0.1 0.0 -0.9

Its total energy is -115684.836 eV. As for the HOMO energy (alpha / beta): -0.268 / -0.328 Ha. The calculation puts the relative energy (zero: lowest compared OMol25 entry of this formula, charge and spin) at 0.0 kcal per mole. Its frontier orbital gap (alpha / beta) is 7.0 / 7.1 eV. Its multiplicity is 5. The LUMO energy (alpha / beta) is -0.32 / -1.86 eV. The value obtained for the maximum force is 3.9 eV/A.

natural (NBO) population analysis, charges in e, atoms 1 to 4:
1 Ru 1.501
2 N -0.844
3 C -0.333
4 C 0.649

***

Number 2 is which compound?
C25H28Cl6O2

***

Which of these has the lowest maximum force?
C25H28ClGeN5O5Ru

***

Which of these has the lowest maximum force?
C25H28ClGeN5O5Ru